Record 1
Density functional theory data (the ωB97M-V functional and the def2-TZVPD basis) for a cluster of 2 separate species, C2H5Cl2OP in total.

```
11
C2H5Cl2OP the ωB97M-V functional and the def2-TZVPD basis
C -0.16811 1.08313 0.65233
C 1.55560 -0.00660 -0.37421
O -1.20899 0.38228 0.12902
P -1.70733 -1.16471 0.32853
Cl 3.06780 0.51388 0.22821
Cl 1.15626 -1.62959 -0.11235
H -0.05768 0.83997 1.64469
H 0.19367 2.04680 0.26006
H 1.44759 0.53042 -1.37410
H -3.04869 -0.84144 -0.37453
H -1.23014 -1.75415 -1.00764
```

Output
relative energy (zero: lowest compared OMol25 entry of this formula, charge and spin): 5.711 eV
gap between HOMO and LUMO (alpha / beta): 8.83 / 8.83 eV
E: -38532.198 eV
LUMO (alpha / beta): 0.0230 / 0.0230 Eh

Record 2
Density functional theory data (the ωB97M-V functional and the def2-TZVPD basis) for a structure of composition C10H14MnN3O5.

```
33
C10H14MnN3O5 the ωB97M-V functional and the def2-TZVPD basis
O 0.02775 2.65924 -4.99225
C -0.51764 2.09946 -4.12529
Mn -0.05343 0.90671 -1.70751
C -0.82431 2.30864 -0.95035
O -1.16928 3.04714 -0.10630
C -1.40745 0.01770 -3.05868
O -1.12036 -1.15681 -3.33791
C 1.19080 1.70818 -2.74904
O 2.25494 2.07816 -3.10755
C -2.71470 0.67410 -3.02999
O -3.29130 0.82731 -1.93533
H -3.17368 0.98276 -4.03513
C 2.95490 -0.46146 1.13129
N 1.63637 -0.75853 1.67070
C 1.58829 -1.60399 2.86764
C 0.55928 -0.51220 0.91152
N 0.78429 -0.07289 -0.34498
N -0.68845 -0.71447 1.39943
C -1.02326 -0.49866 2.81323
C -1.82014 -0.80695 0.48407
H 3.63300 -0.62189 1.95979
H 3.06039 0.57201 0.78984
H 3.23677 -1.12725 0.30921
H 1.36091 -1.02097 3.76870
H 0.88200 -2.43093 2.74995
H 2.58612 -2.02414 2.97716
H 1.75953 -0.20671 -0.64234
H -0.35896 0.23245 3.28100
H -2.04577 -0.11879 2.87624
H -0.99074 -1.42632 3.39501
H -2.00113 0.11443 -0.07260
H -1.63093 -1.56545 -0.27280
H -2.68381 -1.09992 1.08329
```

Output
relative energy (zero: lowest compared OMol25 entry of this formula, charge and spin): 1.076 eV
gap between HOMO and LUMO (alpha / beta): 6.22 / 5.58 eV
E: -56601.691 eV
spin multiplicity: 5
LUMO (alpha / beta): -0.3684 / -0.3946 Eh
total charge: +2

Record 3
Density functional theory data (the ωB97M-V functional and the def2-TZVPD basis) for a structure of composition C43H42BN13NaOP2Se2.

```
105
C43H42BN13NaOP2Se2 the ωB97M-V functional and the def2-TZVPD basis
Na 1.60163 1.11980 0.49541
C 3.39934 -1.79678 3.25630
C 2.99033 -1.58476 1.92989
N 3.06105 -0.29772 1.61480
N 3.48552 0.34569 2.72202
C 3.70409 -0.53139 3.71900
B 3.62188 1.88920 2.76906
N 4.45569 2.39002 1.56977
C 5.72460 2.83584 1.65958
C 6.17641 3.12876 0.38995
C 5.07985 2.82448 -0.43212
N 4.05201 2.37613 0.27985
N 2.23483 2.58021 2.79621
C 1.44009 2.69899 3.88000
C 0.32174 3.41837 3.52606
C 0.52135 3.69884 2.16681
N 1.67264 3.20424 1.73158
H 3.45614 -2.72718 3.79606
H 2.64196 -2.29206 1.19136
H 4.05648 -0.18989 4.67937
H 4.21937 2.15305 3.78582
H 6.20559 2.91044 2.62120
H 7.14119 3.51162 0.10357
H 4.99547 2.89113 -1.50648
H 1.73129 2.26244 4.82212
H -0.52455 3.66752 4.14264
H -0.12386 4.22382 1.47815
Se -4.86627 -2.89084 0.23372
P -4.20768 -0.98349 0.84620
C -4.83162 -0.57181 2.50174
C -5.83036 0.37023 2.70098
C -6.31741 0.60826 3.98158
C -5.80627 -0.09296 5.06089
C -4.80528 -1.03803 4.86205
C -4.32259 -1.27921 3.58867
C -4.83586 0.35057 -0.23164
C -5.99095 0.15887 -0.98008
C -6.46531 1.17367 -1.80125
C -5.77981 2.37746 -1.88409
C -4.62488 2.57141 -1.13736
C -4.15270 1.56433 -0.30805
C -2.45578 -0.64046 0.97019
C -1.29942 -0.87809 0.20762
N -0.37296 -0.02290 0.66633
N -0.87829 0.65805 1.67578
N -2.13755 0.32215 1.87129
P -0.79782 -1.82901 -1.23303
Se 1.30032 -1.86727 -1.49082
C -1.43423 -3.50719 -1.03020
C -1.26093 -4.11072 0.21259
C -1.65234 -5.42338 0.40618
C -2.21692 -6.14066 -0.64078
C -2.37239 -5.54677 -1.88440
C -1.97412 -4.23245 -2.08316
C -1.67737 -1.08079 -2.63610
C -0.96739 -0.32578 -3.56192
C -1.64299 0.33235 -4.58131
C -3.02381 0.23788 -4.67578
C -3.73506 -0.52013 -3.75305
C -3.06506 -1.17936 -2.73425
H -6.22780 0.92949 1.86371
H -7.09368 1.34881 4.13056
H -6.18141 0.09668 6.05926
H -4.39712 -1.58324 5.70405
H -3.53963 -2.01096 3.43154
H -6.49680 -0.79797 -0.92463
H -7.36411 1.01774 -2.38565
H -6.14269 3.16494 -2.53383
H -4.08406 3.50757 -1.20356
H -3.25115 1.71355 0.27424
H -0.82759 -3.54333 1.02807
H -1.53181 -5.88328 1.37903
H -2.53575 -7.16436 -0.48563
H -2.80941 -6.10470 -2.70344
H -2.09949 -3.77234 -3.05507
H 0.10848 -0.24507 -3.46299
H -1.08579 0.93123 -5.29094
H -3.54991 0.75717 -5.46836
H -4.81331 -0.59274 -3.81914
H -3.62242 -1.77927 -2.02200
N 3.88422 0.93123 -2.72332
C 4.23865 0.04605 -2.06708
N 4.62038 -0.95022 -1.27565
C 5.59701 -0.70621 -0.21045
C 6.98928 -1.00035 -0.73167
O 7.07508 -2.32541 -1.24801
C 6.15900 -2.52689 -2.31326
C 4.72882 -2.28548 -1.86420
H 5.35245 -1.37392 0.61674
H 5.50442 0.31796 0.14192
H 7.72463 -0.92734 0.06850
H 7.25194 -0.28003 -1.51885
H 6.29116 -3.55426 -2.65215
H 6.40026 -1.84721 -3.14242
H 4.44214 -3.01070 -1.09951
H 4.03105 -2.37095 -2.69640
N 1.47168 3.00245 -1.68580
C 1.19803 4.06088 -2.46490
C -0.13564 3.96838 -2.80089
C -0.57674 2.79835 -2.15531
N 0.40305 2.21833 -1.47931
H 2.35660 2.78081 -1.24201
H 1.95723 4.78253 -2.71625
H -0.70267 4.64111 -3.42117
H -1.55760 2.34628 -2.16033
```

Output
relative energy (zero: lowest compared OMol25 entry of this formula, charge and spin): 0.079 eV
gap between HOMO and LUMO: 7.50 eV
E: -221060.614 eV
LUMO: 0.0760 Eh
total charge: -1

> Which value of E does entry 2 give?

-56601.691 eV

> Which value of E does entry 2 give?

-56601.691 eV